1.
Below is a cluster of 2 separate species, C4H7NO2 in total, with properties calculated with ωB97M-V with the def2-TZVPD basis set.

XYZ file:
```
14
Properties=species:S:1:pos:R:3:mulliken_charge:R:1
O 1.841 -1.601 -0.397 -0.66
C -0.418 0.329 -1.071 -0.54
C -1.396 -0.374 -0.510 -0.01
O -1.648 -0.330 0.848 -0.38
C -0.632 0.194 1.599 0.07
N 0.367 0.854 1.205 -0.54
C 0.456 1.203 -0.214 -0.37
H 1.919 -1.123 0.440 0.33
H -0.224 0.240 -2.134 0.33
H -2.062 -1.066 -1.014 0.39
H 0.885 -1.642 -0.548 0.33
H -0.779 -0.056 2.647 0.39
H 0.191 2.264 -0.320 0.34
H 1.500 1.107 -0.530 0.31
```

Summary:
Structure (SMILES)   C1=COC=NC1.O
Kohn-Sham gap   10.2 eV
E_HOMO   -9.38 eV
Electronic energy   -361.811489 a.u.
Energy above the lowest of the compared OMol25 structures with the same formula, charge and spin   182.1 kJ/mol
Molar mass   101.10 g mol⁻¹

2.
Below is the molecule C4H7NO2, with properties calculated with ωB97M-V with the def2-TZVPD basis set.

XYZ file:
```
14
Properties=species:S:1:pos:R:3:mulliken_charge:R:1
C 1.453 -0.412 0.570 -1.44
C 0.240 -0.207 -0.299 0.77
C 0.204 -0.850 -1.590 -0.30
O 1.098 -1.519 -2.080 -0.55
C -0.858 0.482 0.150 0.60
O -1.919 0.848 -0.600 -0.50
N -1.034 0.874 1.433 -0.42
H 1.258 -1.027 1.460 0.32
H 2.202 -0.938 -0.029 0.34
H 1.893 0.536 0.905 0.33
H -1.702 0.727 -1.535 0.28
H -0.748 -0.739 -2.164 0.14
H -0.328 0.689 2.123 0.20
H -1.758 1.537 1.655 0.24
```

Summary:
Structure (SMILES)   C/C(C=O)=C(\N)O
Kohn-Sham gap   9.0 eV
E_HOMO   -8.40 eV
Electronic energy   -361.843839 a.u.
Energy above the lowest of the compared OMol25 structures with the same formula, charge and spin   97.2 kJ/mol
Molar mass   101.10 g mol⁻¹

3.
Below is a structure of composition C4H7NO2 at a distorted geometry, with properties calculated with ωB97M-V with the def2-TZVPD basis set.

XYZ file:
```
14
Properties=species:S:1:pos:R:3:mulliken_charge:R:1
C 2.110 -0.395 0.483 -0.62
C -1.242 -0.123 0.001 0.42
C -0.501 1.271 0.162 -0.17
C 0.427 1.814 -0.387 -0.70
H 2.263 -1.273 1.205 0.30
H 1.991 0.479 1.268 0.27
H 2.976 -0.070 -0.077 0.30
H -0.730 -2.079 -0.937 0.33
H -1.180 2.104 0.757 0.19
H 0.714 2.875 0.079 0.17
H 0.945 1.349 -1.071 0.63
N -0.212 -1.353 -0.009 -0.35
O 1.089 -0.761 -0.540 -0.28
O -2.372 -0.403 0.200 -0.47
```

Summary:
Kohn-Sham gap   10.1 eV
E_HOMO   -9.50 eV
Electronic energy   -361.614431 a.u.
Energy above the lowest of the compared OMol25 structures with the same formula, charge and spin   699.5 kJ/mol
Molar mass   101.10 g mol⁻¹

4.
Below is the molecule C4H7NO2 at a distorted geometry, with properties calculated with ωB97M-V with the def2-TZVPD basis set.

XYZ file:
```
14
Properties=species:S:1:pos:R:3:mulliken_charge:R:1
C 0.681 0.970 -1.837 -0.88
N 0.072 0.253 -0.674 0.10
C 0.871 -0.210 0.303 0.64
C 0.066 -1.033 1.355 -0.21
C -0.937 -0.565 2.076 -0.77
O -1.128 -0.389 -1.002 -0.38
O 2.023 0.115 0.466 -0.60
H -1.848 0.177 -0.678 0.34
H 0.521 -1.990 1.573 0.31
H 1.683 1.268 -1.542 0.36
H 0.719 0.318 -2.710 0.29
H 0.069 1.846 -2.056 0.27
H -1.397 -1.152 2.855 0.28
H -1.396 0.390 1.871 0.26
```

Summary:
Structure (SMILES)   C=CC(=O)N(C)O
Kohn-Sham gap   10.4 eV
E_HOMO   -9.73 eV
Electronic energy   -361.766739 a.u.
Energy above the lowest of the compared OMol25 structures with the same formula, charge and spin   299.6 kJ/mol
Molar mass   101.10 g mol⁻¹

5.
Below is the molecule C4H7NO2, with properties calculated with ωB97M-V with the def2-TZVPD basis set.

XYZ file:
```
14
Properties=species:S:1:pos:R:3:mulliken_charge:R:1
C 1.091 -1.273 0.004 -1.39
C 0.309 0.010 -0.094 1.32
C 0.936 1.268 -0.501 -0.60
O 0.116 0.531 -1.406 -0.53
C -0.907 0.066 0.813 0.12
O -0.801 -0.050 2.022 -0.61
N -2.080 0.202 0.151 -0.33
H 1.938 -1.249 -0.687 0.40
H 1.449 -1.419 1.026 0.30
H 0.448 -2.120 -0.261 0.30
H 0.526 2.220 -0.164 0.27
H 2.001 1.273 -0.734 0.27
H -2.938 0.218 0.680 0.24
H -2.088 0.323 -0.849 0.22
```

Summary:
Structure (SMILES)   C[C@@]1(C(N)=O)CO1
Kohn-Sham gap   10.7 eV
E_HOMO   -9.82 eV
Electronic energy   -361.838651 a.u.
Energy above the lowest of the compared OMol25 structures with the same formula, charge and spin   110.8 kJ/mol
Molar mass   101.10 g mol⁻¹

6.
Below is a cluster of 2 separate species, C4H7NO2 in total, with properties calculated with ωB97M-V with the def2-TZVPD basis set.

XYZ file:
```
14
Properties=species:S:1:pos:R:3:mulliken_charge:R:1
C -2.246 0.798 -0.191 -0.91
C 0.070 -0.459 1.620 -0.19
O 0.022 -1.435 0.732 -0.15
C 0.957 -1.262 -0.350 -0.23
C 1.654 0.002 0.038 0.53
N 2.588 0.593 -0.550 -0.64
O 1.035 0.401 1.225 -0.19
H -2.853 1.703 -0.264 0.32
H -2.834 -0.067 -0.507 0.25
H -1.374 0.908 -0.843 0.14
H -1.909 0.655 0.835 0.25
H 0.396 -1.161 -1.279 0.24
H 1.627 -2.120 -0.401 0.28
H 2.867 1.443 -0.064 0.29
```

Summary:
Kohn-Sham gap   10.7 eV
E_HOMO   -9.91 eV
Electronic energy   -361.770776 a.u.
Energy above the lowest of the compared OMol25 structures with the same formula, charge and spin   289.0 kJ/mol
Molar mass   101.10 g mol⁻¹

7.
Below is the molecule C4H7NO2 at a distorted geometry, with properties calculated with ωB97M-V with the def2-TZVPD basis set.

XYZ file:
```
14
Properties=species:S:1:pos:R:3:mulliken_charge:R:1
C 0.693 0.578 1.493 -1.34
C -0.059 0.105 0.282 1.36
C -1.504 -0.098 0.237 -0.62
O -0.940 1.054 -0.373 -0.59
C 0.714 -0.739 -0.706 0.08
O 1.418 -1.667 -0.348 -0.63
N 0.454 -0.291 -1.949 -0.32
H 0.276 1.541 1.789 0.40
H 0.599 -0.130 2.320 0.25
H 1.758 0.698 1.270 0.34
H -1.886 -0.860 -0.444 0.28
H -2.104 0.123 1.110 0.30
H 0.837 -0.767 -2.750 0.22
H -0.256 0.454 -1.930 0.29
```

Summary:
Structure (SMILES)   C[C@@]1(C(N)=O)CO1
Kohn-Sham gap   10.7 eV
E_HOMO   -9.78 eV
Electronic energy   -361.831133 a.u.
Energy above the lowest of the compared OMol25 structures with the same formula, charge and spin   130.6 kJ/mol
Molar mass   101.10 g mol⁻¹

8.
Below is a structure of composition C4H7NO2, with properties calculated with ωB97M-V with the def2-TZVPD basis set.

XYZ file:
```
14
Properties=species:S:1:pos:R:3:mulliken_charge:R:1
O -1.261 -0.220 1.463 -0.64
C -0.898 0.240 -0.263 0.09
C -0.089 1.344 0.100 -0.69
O 1.327 1.174 -0.049 -0.36
C 1.779 -0.081 -0.084 0.07
N 1.142 -1.148 -0.355 -0.54
C -0.226 -0.987 -0.826 -0.54
H -0.659 -0.945 1.727 0.39
H -1.929 0.426 -0.553 0.33
H -0.359 2.347 -0.205 0.35
H -0.646 0.753 1.404 0.48
H 2.838 -0.129 0.172 0.40
H -0.222 -0.880 -1.922 0.33
H -0.799 -1.894 -0.608 0.34
```

Summary:
Kohn-Sham gap   8.9 eV
E_HOMO   -8.09 eV
Electronic energy   -361.713781 a.u.
Energy above the lowest of the compared OMol25 structures with the same formula, charge and spin   438.7 kJ/mol
Molar mass   101.10 g mol⁻¹

9.
Below is the molecule C4H7NO2, with properties calculated with ωB97M-V with the def2-TZVPD basis set.

XYZ file:
```
14
Properties=species:S:1:pos:R:3:mulliken_charge:R:1
C -0.830 -1.454 0.219 -1.22
C 0.013 -0.229 -0.051 0.93
N -0.459 0.945 0.664 -0.29
O -0.611 2.143 -0.068 -0.40
C 0.690 -0.215 -1.391 -0.19
C 0.905 0.558 0.889 -0.63
O 1.080 -1.245 -1.893 -0.50
H -1.782 -1.300 -0.305 0.27
H -0.370 -2.361 -0.175 0.34
H -1.056 -1.568 1.281 0.36
H -1.329 2.557 0.433 0.34
H 0.905 0.767 -1.851 0.41
H 1.640 1.182 0.371 0.33
H 1.204 0.219 1.876 0.25
```

Summary:
Structure (SMILES)   C[C@]1(C=O)CN1O
Kohn-Sham gap   10.6 eV
E_HOMO   -9.74 eV
Electronic energy   -361.739557 a.u.
Energy above the lowest of the compared OMol25 structures with the same formula, charge and spin   371.0 kJ/mol
Molar mass   101.10 g mol⁻¹

10.
Below is a cluster of 2 separate species, C4H7NO2 in total, with properties calculated with ωB97M-V with the def2-TZVPD basis set.

XYZ file:
```
14
Properties=species:S:1:pos:R:3:mulliken_charge:R:1
O -1.217 -1.243 -1.073 -0.52
C -0.660 -0.231 -0.771 0.24
C -1.061 1.161 -0.295 -0.33
N 0.328 1.591 -0.564 -0.52
C 0.816 0.221 -0.731 0.23
C 1.544 -0.439 0.422 -0.13
O 1.803 0.110 1.464 -0.48
H -1.138 -2.286 1.849 0.17
H -1.267 -2.365 1.120 -0.17
H -1.357 1.150 0.765 0.24
H -1.833 1.668 -0.882 0.28
H 0.776 2.112 0.183 0.30
H 1.383 0.030 -1.652 0.33
H 1.816 -1.498 0.227 0.35
```

Summary:
Structure (SMILES)   O=C[C@@H]1NCC1=O.[H][H]
Kohn-Sham gap   10.2 eV
E_HOMO   -9.80 eV
Electronic energy   -361.765102 a.u.
Energy above the lowest of the compared OMol25 structures with the same formula, charge and spin   303.9 kJ/mol
Molar mass   101.10 g mol⁻¹

11.
Below is the molecule C4H7NO2 at a distorted geometry, with properties calculated with ωB97M-V with the def2-TZVPD basis set.

XYZ file:
```
14
Properties=species:S:1:pos:R:3:mulliken_charge:R:1
C -1.144 0.981 0.943 -0.91
C 0.881 -0.696 -0.214 0.47
C 0.196 -0.514 -1.386 -0.11
C -0.933 -0.509 0.974 -0.05
O 2.163 -0.248 -0.077 -0.54
O 0.720 0.132 -2.475 -0.54
N 0.217 -1.168 0.849 -0.64
H 2.399 -0.466 0.839 0.35
H 1.529 0.586 -2.180 0.32
H -0.656 -1.119 -1.658 0.38
H -1.715 -1.047 1.531 0.36
H -1.319 1.335 1.965 0.32
H -2.042 1.209 0.363 0.28
H -0.296 1.525 0.527 0.30
```

Summary:
Structure (SMILES)   C/C=N\C(O)=C\O
Kohn-Sham gap (alpha / beta)   8.1 / 8.1 eV
E_HOMO (alpha / beta)   -7.64 / -7.64 eV
Electronic energy   -361.772941 a.u.
Energy above the lowest of the compared OMol25 structures with the same formula, charge and spin   283.3 kJ/mol
Molar mass   101.10 g mol⁻¹

12.
Below is the molecule C4H7NO2 at a distorted geometry, with properties calculated with ωB97M-V with the def2-TZVPD basis set.

XYZ file:
```
14
Properties=species:S:1:pos:R:3:mulliken_charge:R:1
O -1.767 0.595 0.666 -0.55
C -0.362 0.627 0.872 0.33
C 0.125 -0.799 1.033 -0.86
N 0.382 -1.289 -0.366 -0.31
C 0.471 -0.226 -1.302 -0.41
C 0.262 1.039 -0.476 0.21
O 0.502 2.164 -0.836 -0.56
H -2.052 1.491 0.442 0.33
H -0.082 1.327 1.679 0.36
H 1.035 -0.814 1.676 0.26
H -0.660 -1.555 0.842 0.43
H 1.017 -2.066 -0.381 0.25
H -0.317 -0.289 -2.069 0.21
H 1.446 -0.206 -1.780 0.31
```

Summary:
Structure (SMILES)   O=C1CNC[C@@H]1O
Kohn-Sham gap   9.3 eV
E_HOMO   -8.52 eV
Electronic energy   -361.772044 a.u.
Energy above the lowest of the compared OMol25 structures with the same formula, charge and spin   285.7 kJ/mol
Molar mass   101.10 g mol⁻¹

13.
Below is a structure of composition C4H7NO2, with properties calculated with ωB97M-V with the def2-TZVPD basis set.

XYZ file:
```
14
Properties=species:S:1:pos:R:3:mulliken_charge:R:1
C -1.565 0.245 -0.374 -1.21
C -0.181 -0.386 -0.683 1.07
C 0.127 -1.547 0.392 -0.60
O 0.164 -0.523 -1.904 -0.84
C 0.818 0.332 0.293 0.24
O 0.890 -0.561 1.237 -0.39
N 1.557 1.407 0.217 -0.35
H -2.348 -0.419 -0.755 0.34
H -1.745 0.432 0.696 0.35
H -1.633 1.195 -0.915 0.29
H 0.852 -2.261 0.002 0.31
H -0.676 -2.021 0.962 0.26
H 2.290 1.638 0.874 0.27
H 1.475 1.941 -0.640 0.25
```

Summary:
Kohn-Sham gap   8.2 eV
E_HOMO   -7.76 eV
Electronic energy   -361.763942 a.u.
Energy above the lowest of the compared OMol25 structures with the same formula, charge and spin   307.0 kJ/mol
Molar mass   101.10 g mol⁻¹

14.
Below is the molecule C4H7NO2, with properties calculated with ωB97M-V with the def2-TZVPD basis set.

XYZ file:
```
14
Properties=species:S:1:pos:R:3:mulliken_charge:R:1
C 1.933 -1.330 1.187 -0.63
N 0.088 -0.207 -0.396 -0.38
C -0.199 -0.429 0.816 0.24
O 0.658 -0.935 1.701 -0.33
C -0.892 0.241 -1.303 0.47
O -1.266 -0.468 -2.208 -0.53
C -1.380 1.662 -1.114 -0.89
H 2.404 -1.914 1.981 0.22
H 1.799 -1.932 0.284 0.32
H 2.540 -0.453 0.944 0.28
H -1.172 -0.267 1.292 0.35
H -1.935 1.749 -0.171 0.29
H -2.038 1.923 -1.945 0.28
H -0.539 2.361 -1.067 0.31
```

Summary:
Structure (SMILES)   CO/C=N/C(C)=O
Kohn-Sham gap   10.7 eV
E_HOMO   -9.90 eV
Electronic energy   -361.836666 a.u.
Energy above the lowest of the compared OMol25 structures with the same formula, charge and spin   116.0 kJ/mol
Molar mass   101.10 g mol⁻¹

15.
Below is the molecule C4H7NO2, with properties calculated with ωB97M-V with the def2-TZVPD basis set.

XYZ file:
```
14
Properties=species:S:1:pos:R:3:mulliken_charge:R:1
C 0.289 -1.636 0.649 -0.90
C 0.206 -0.173 0.984 0.64
N -0.538 0.438 1.797 -0.65
O 1.101 0.509 0.193 -0.40
C 0.579 1.346 -0.834 -0.33
C -0.741 0.816 -1.386 0.00
O -1.818 1.149 -0.960 -0.43
H -0.275 -2.267 1.337 0.36
H -0.111 -1.761 -0.366 0.24
H 1.338 -1.945 0.619 0.29
H -1.139 -0.230 2.280 0.25
H 0.436 2.373 -0.488 0.30
H 1.337 1.314 -1.622 0.26
H -0.662 0.067 -2.204 0.37
```

Summary:
Structure (SMILES)   [H]/N=C(\C)OCC=O
Kohn-Sham gap   10.5 eV
E_HOMO   -9.90 eV
Electronic energy   -361.803021 a.u.
Energy above the lowest of the compared OMol25 structures with the same formula, charge and spin   204.4 kJ/mol
Molar mass   101.10 g mol⁻¹

16.
Below is the molecule C4H7NO2 at a distorted geometry, with properties calculated with ωB97M-V with the def2-TZVPD basis set.

XYZ file:
```
14
Properties=species:S:1:pos:R:3:mulliken_charge:R:1
O 1.488 0.876 -0.781 -0.61
C 0.801 -0.383 -0.417 0.02
C 0.722 -0.259 1.094 -0.42
O -0.588 -0.066 1.641 -0.38
C -1.516 0.450 0.808 0.06
N -1.561 0.380 -0.457 -0.51
C -0.553 -0.458 -1.100 -0.61
H 0.842 1.601 -0.840 0.38
H 1.505 -1.155 -0.735 0.37
H 1.195 -1.036 1.706 0.33
H 1.311 0.696 0.990 0.30
H -2.298 0.965 1.364 0.40
H -0.937 -1.488 -1.144 0.35
H -0.410 -0.122 -2.130 0.33
```

Summary:
Structure (SMILES)   O[C@@H]1CN=COC1
Kohn-Sham gap   10.7 eV
E_HOMO   -9.80 eV
Electronic energy   -361.796698 a.u.
Energy above the lowest of the compared OMol25 structures with the same formula, charge and spin   221.0 kJ/mol
Molar mass   101.10 g mol⁻¹

17.
Below is the molecule C4H7NO2, with properties calculated with ωB97M-V with the def2-TZVPD basis set.

XYZ file:
```
14
Properties=species:S:1:pos:R:3:mulliken_charge:R:1
C -2.119 -0.836 0.209 -1.16
C -0.613 -0.724 0.264 0.87
C -0.014 0.667 0.032 -0.70
N 1.393 0.717 0.316 -0.16
C 2.350 0.597 -0.653 0.15
O 3.516 0.352 -0.441 -0.53
O 0.104 -1.672 0.489 -0.53
H -2.598 -0.035 0.782 0.34
H -2.420 -1.808 0.604 0.32
H -2.466 -0.752 -0.827 0.30
H 1.948 0.792 -1.668 0.25
H -0.565 1.405 0.631 0.30
H -0.179 0.949 -1.018 0.29
H 1.687 0.369 1.220 0.25
```

Summary:
Structure (SMILES)   CC(=O)CNC=O
Kohn-Sham gap   10.5 eV
E_HOMO   -9.84 eV
Electronic energy   -361.856207 a.u.
Energy above the lowest of the compared OMol25 structures with the same formula, charge and spin   64.7 kJ/mol
Molar mass   101.10 g mol⁻¹